The following is a quantum chemistry calculation of a structure of composition C23H41N2P3STi in a non-equilibrium geometry, from the OMol25 dataset.

Its total charge is +4. The highest occupied orbital energy (alpha / beta) comes out at -19.501 / -19.499 eV. The value obtained for the largest force on an atom is 2.89 eV/A. The LUMO energy (alpha / beta) is -15.12 / -15.12 eV. For the calculated total energy, the calculation gives -3280.5173 a.u.

```
71
C23H41N2P3STi | the OMol25 dataset | wB97M-V/def2-TZVPD
C 1.273 0.978 -2.577
H 4.263 -0.723 -1.760
H 3.985 2.227 -2.467
H 1.536 2.806 -5.413
H -3.780 -0.198 2.758
H 5.533 1.390 -1.851
H 2.613 1.579 2.962
H -1.821 0.059 4.483
C 1.166 1.265 -3.961
C 1.757 1.334 2.318
C -1.145 -0.384 3.745
Ti 0.161 -0.169 0.020
C -3.729 0.141 -1.755
H 0.831 1.385 2.904
P -1.498 0.274 2.066
C 0.669 -3.761 0.064
H 0.971 -3.729 -0.989
H 3.556 -0.117 -3.462
H 3.952 0.423 0.287
C 3.790 -0.220 1.151
H -0.118 -0.150 4.023
H -3.543 3.404 -0.925
H -2.292 2.560 1.625
H -1.159 2.689 -0.510
H -2.123 -4.301 -0.313
H -0.697 2.598 2.423
P 2.029 -0.332 1.599
C 1.216 3.323 -2.051
N -5.273 -1.831 -2.510
C -1.999 -3.265 -0.645
H 3.074 -1.308 3.549
H -3.766 0.599 1.169
H -0.631 -3.124 2.757
H -1.923 -0.999 -2.156
N -1.582 0.684 -0.952
C -3.275 -0.150 1.789
S 1.419 -0.794 -2.223
H 4.197 -1.222 0.992
P -0.632 -2.539 0.366
H -1.748 -3.240 -1.702
C -1.673 2.092 2.410
H 1.714 2.086 1.521
H -5.170 1.708 -1.757
H 2.226 -1.286 -1.189
H 1.315 -1.641 3.518
H -2.254 -2.622 2.183
H 0.253 -4.744 0.302
H 1.550 -3.580 0.688
C -4.160 1.436 -1.513
H -2.933 -2.718 -0.503
H 1.130 4.165 -1.368
H 1.358 1.736 -0.511
H -1.635 -4.241 1.776
H 2.431 -2.550 2.446
H 0.950 0.471 -4.694
H 4.258 0.214 2.044
C -1.353 -3.188 1.935
C -2.377 -0.151 -1.642
H -2.162 2.224 3.393
H -1.275 -1.466 3.773
H 1.195 4.634 -3.775
C 2.224 -1.570 2.908
C 1.251 3.601 -3.415
C -4.598 -0.937 -2.178
H -3.367 -1.107 1.271
C 1.348 2.574 -4.366
C 1.258 1.980 -1.604
C -1.945 1.975 -0.803
C 4.476 1.292 -2.169
C 3.963 0.083 -2.439
C -3.253 2.368 -1.065
```